w:
14
Properties=species:S:1:pos:R:3:nbo_charge:R:1 method="wB97M-V/def2-TZVPD" homo_lumo_gap_ev=9.61 e_homo_ev=-9.1 smiles="O=C[C@]1(S)C=NNC1"
C 0.5533 -0.0420 0.1345 -0.33
C -0.5181 1.0447 -0.1212 -0.25
C -0.3821 -1.1514 0.5844 -0.01
C 1.2409 -0.4130 -1.2571 0.44
H 1.0865 0.2272 2.3681 0.11
H -0.6891 1.6119 0.8131 0.20
H -0.2339 1.7110 -0.9422 0.22
H -2.5646 0.6557 -0.2959 0.37
H -0.0948 -1.9980 1.1553 0.22
H 0.5292 -0.4073 -2.0999 0.14
N -1.6780 0.2335 -0.4761 -0.46
N -1.5774 -0.9590 0.2114 -0.20
O 2.4178 -0.6965 -1.3944 -0.49
S 1.9104 0.1832 1.3200 0.04

---

x:
14
Properties=species:S:1:pos:R:3:nbo_charge:R:1 method="wB97M-V/def2-TZVPD" homo_lumo_gap_ev=7.71 e_homo_ev=-8.7
C 0.5766 0.4983 -0.3925 0.33
C -0.2238 -0.0920 0.6408 -0.19
C -0.1365 0.2740 1.8807 -0.31
C -1.2236 -1.0704 0.0285 -0.21
H 0.0190 2.5322 -0.0398 0.40
H 1.3016 2.4938 -0.9570 0.41
H 0.3639 -1.8880 -2.6673 0.40
H -0.6138 -0.4219 2.6822 0.25
H 0.8617 0.8094 2.0613 0.23
H -1.6106 -1.0160 -1.0398 0.22
N 0.7126 1.8466 -0.3165 -0.82
N 0.9817 -0.1130 -1.5152 -0.21
O 0.9531 -1.5017 -1.2651 -0.50
S -1.9618 -2.3512 0.8997 0.00

---

Structures ranked by computed energy, the most stable listed first: w, x.